(1)
Computed, not measured: a cluster of 18 separate species, C18H72O18 in total, with the ωB97M-V functional and the def2-TZVPD basis.

The geometry in XYZ format:
```
108
Properties=species:S:1:pos:R:3
C 13.44829 12.40242 14.00696
O 14.49279 12.94127 13.16483
H 13.22071 11.36361 13.78746
H 13.74489 12.53874 15.04087
H 12.51117 12.95123 13.71527
H 14.15402 13.75305 12.77947
C 6.81028 10.09503 18.06100
O 7.00908 11.47529 18.14620
H 6.28442 9.86741 19.00294
H 6.16382 9.76898 17.24657
H 7.72430 9.43473 18.09783
H 6.91488 11.89502 17.21834
C 14.44847 16.27758 11.07002
O 14.38864 14.87216 11.21947
H 14.79858 16.65535 10.10652
H 13.46102 16.66780 11.38525
H 15.21497 16.81288 11.72322
H 15.31573 14.51552 11.17593
C 12.73260 15.97433 21.24128
O 11.74860 15.43600 20.36813
H 12.45485 16.00551 22.28858
H 13.59004 15.30378 21.18221
H 13.00803 16.99218 20.77623
H 10.97387 16.03633 20.23426
C 9.48801 17.29785 9.26137
O 9.12818 18.03772 10.44425
H 8.62607 17.01034 8.66590
H 10.20718 17.85812 8.63326
H 9.92790 16.36862 9.58680
H 9.80547 17.95121 11.14438
C 9.30105 13.55436 10.99087
O 8.75780 13.24478 12.27134
H 8.83127 12.83620 10.27585
H 9.12538 14.59214 10.77054
H 10.36530 13.28813 10.89020
H 8.88263 13.90730 13.01382
C 5.93390 13.11910 20.91335
O 6.19509 13.69877 19.66277
H 6.77094 12.53154 21.24255
H 5.95089 14.00380 21.60762
H 5.04471 12.50587 20.98741
H 6.55907 12.93139 19.18088
C 5.00626 16.08932 16.97894
O 5.42219 14.75234 17.22449
H 5.76676 16.85272 16.83438
H 4.44870 15.97188 16.05165
H 4.29101 16.49676 17.66546
H 5.65500 14.60847 18.12734
C 8.40334 15.76434 19.57280
O 9.51625 16.65868 19.47613
H 7.48256 16.14991 19.14990
H 8.63055 14.81581 19.17008
H 8.30538 15.67103 20.67401
H 9.77470 16.59750 18.58039
C 12.49301 16.48984 13.80520
O 11.34054 17.03724 13.22626
H 13.09079 15.74924 13.25877
H 13.19118 17.29559 14.08382
H 12.23934 16.07922 14.83996
H 10.75140 16.23124 13.20719
C 11.10155 18.04874 17.19106
O 10.09345 17.21004 16.51702
H 10.55089 18.94591 17.48458
H 11.54442 17.43730 17.96345
H 11.93343 18.27361 16.53111
H 10.48382 17.00778 15.65210
C 5.78866 12.16782 14.54645
O 6.60165 12.81990 15.52834
H 5.80388 12.79245 13.67549
H 6.26584 11.19987 14.28432
H 4.77001 12.01411 14.84036
H 6.00308 13.49174 16.00384
C 8.82726 14.49368 23.95013
O 10.15817 14.81934 23.51339
H 8.31185 15.26594 24.53290
H 8.20438 14.26247 23.08043
H 8.94507 13.58296 24.55157
H 10.14050 15.07401 22.58622
C 9.87536 9.97779 13.20421
O 10.53808 11.26687 13.14180
H 10.64580 9.21485 13.55776
H 9.07298 9.96512 13.88929
H 9.44037 9.74066 12.23881
H 9.82954 11.95159 13.00096
C 7.74648 18.80894 13.74995
O 8.75687 17.86815 13.98520
H 7.09804 18.26899 13.06247
H 7.23891 18.97389 14.72687
H 8.06720 19.73259 13.23820
H 9.23188 18.03393 14.79926
C 10.42062 12.54249 19.43160
O 11.32023 13.41956 18.65336
H 9.89548 11.86220 18.82773
H 11.00720 11.90230 20.11272
H 9.75222 13.11382 20.06591
H 11.55334 14.10827 19.29106
C 6.18660 13.25776 10.44597
O 6.43256 12.03033 11.03090
H 5.15463 13.35784 10.11002
H 6.43537 14.11775 11.07008
H 6.80788 13.32656 9.57977
H 7.10935 12.14819 11.73296
C 10.00016 13.90038 15.32126
O 9.63788 15.00976 14.41356
H 9.24378 13.86822 16.07957
H 9.87303 12.95011 14.82102
H 11.01999 13.97811 15.67424
H 8.88253 15.44147 14.82894
```

Computed properties:
Spin multiplicity   1
Energy above the lowest of the compared OMol25 structures with the same formula, charge and spin   7.882 eV
LUMO   0.5 eV
Calculated total energy   -56680.441 eV
Gap between HOMO and LUMO   10.119 eV

Löwdin atomic charge list, values in e, 6 entries: -0.129 -0.149 0.065 0.073 0.073 0.004

(2)
Computed, not measured: a structure of composition C18H7Cl4CoF3IN3O3S, with the ωB97M-V functional and the def2-TZVPD basis.

The geometry in XYZ format:
```
41
Properties=species:S:1:pos:R:3
Co -0.08853 0.25252 0.16868
Cl -2.82266 -1.30874 -5.94165
C -2.57394 -1.06986 -4.25311
C -3.69811 -1.16568 -3.36502
Cl -5.25038 -1.52972 -4.02338
C -3.54696 -0.97978 -2.02171
Cl -4.85977 -1.09972 -0.92053
C -2.25777 -0.67199 -1.46019
O -2.06118 -0.50864 -0.23912
C -1.10143 -0.59166 -2.37374
O 0.02738 -0.37005 -1.87787
C -1.32264 -0.79706 -3.77481
Cl 0.05304 -0.68426 -4.80391
F 0.72432 -1.36291 5.46106
C -0.41445 -1.88861 4.96467
F -0.67779 -2.99081 5.71753
F -1.40252 -1.01786 5.21824
C -0.29125 -2.24524 3.51023
C -0.40200 -3.56270 3.12835
C -0.29267 -3.92559 1.78640
C -0.05909 -2.91070 0.88600
N 0.07317 -1.63651 1.24186
C -0.05753 -1.23785 2.53307
S 0.06061 0.44722 2.76503
H -0.58763 -4.31882 3.87895
H -0.38997 -4.95073 1.46098
H 0.03553 -3.11085 -0.17691
I 4.29761 2.10997 -3.38874
C 3.76804 0.94716 -1.74808
C 4.62878 -0.01741 -1.25302
C 4.22214 -0.76731 -0.16268
C 2.96840 -0.53172 0.37660
N 2.14354 0.38959 -0.11155
C 2.52654 1.12168 -1.15576
H 5.59533 -0.18102 -1.71088
H 4.86261 -1.52770 0.26270
H 2.59978 -1.08496 1.23173
H 1.80841 1.84789 -1.51651
O -0.19661 4.45803 -0.81514
C -0.33851 3.30190 -0.52552
N -0.48518 2.16521 -0.23109
```

Computed properties:
Spin multiplicity   5
<S²>   6.025
Energy above the lowest of the compared OMol25 structures with the same formula, charge and spin   0.000 eV
Charge   -1
LUMO (spin up / spin down)   2.0 / 0.8 eV
Calculated total energy   -144202.602 eV
Gap between HOMO and LUMO (spin up / spin down)   7.182 / 5.984 eV

Löwdin atomic charge list, values in e, 6 entries: 0.543 0.659 -0.700 -0.701 0.657 -0.620

| no. | largest force on an atom (eV/Å) |
| --- | --- |
| 1 | 2.9 |
| 2 | 0.7 |